H12O6 | ωB97M-V/def2-TZVPD

```
18
Properties=species:S:1:pos:R:3:forces:R:3
H 0.54459 2.24431 1.68845 0.283 0.162 -0.549
H -0.30021 1.82534 0.50129 -0.044 0.397 -0.151
H -2.29609 0.36075 -0.38366 0.596 1.760 1.322
H -2.06144 1.75713 -0.99148 0.109 0.290 0.462
H -2.23894 -1.63447 0.14685 -0.229 0.390 -0.536
H -3.20973 -1.40452 -1.11266 0.520 0.213 1.541
H 1.62691 1.16825 -1.59749 0.203 -0.051 -0.920
H 1.40604 1.24323 -0.14267 0.707 -0.243 0.368
H 0.04617 -2.42857 1.11868 -0.863 -0.978 0.923
H 0.57120 -1.55174 0.25196 -0.102 0.943 -1.074
H 2.59503 -0.54700 -0.57085 0.376 -2.557 1.898
H 3.14474 -1.29933 0.82882 -0.442 -0.035 -1.374
O 0.55223 2.28537 0.71396 -0.945 -0.475 0.868
O -1.97405 1.32700 -0.12536 -0.381 -1.511 -1.515
O -2.96013 -1.06669 -0.20936 -0.308 -0.963 -1.283
O 1.98253 0.77441 -0.80726 -0.562 0.836 -0.039
O -0.33684 -1.78917 0.52162 1.198 -0.083 0.122
O 2.75773 -1.49759 -0.06075 -0.116 1.904 -0.066
```
Positions in Å, forces in eV/Å.

Calculated values
HOMO level   -10.50 eV
Relative energy (zero: lowest compared OMol25 entry of this formula, charge and spin)   119.32 kJ/mol
SMILES   O.O.O.O.O.O
Spin multiplicity   1
Gap between HOMO and LUMO   11.0 eV